(1)
A cluster of 2 separate species, C4H10NO2 in total at a distorted geometry. Source: OMol25; level of theory: ωB97M-V with the def2-TZVPD basis set.

Results
Net charge: -1
E_LUMO (hartree): 0.153
Kohn-Sham gap (eV): 7.0
E_HOMO (eV): -2.9
Maximum force (eV/Å): 1.077
Energy relative to the best compared isomer or geometry (same formula, charge and spin) (kJ/mol): 263.0

The geometry in XYZ format:
```
17
C4H10NO2 ωB97M-V with the def2-TZVPD basis set
N 1.1154 -0.0564 -2.1172
C 1.4418 1.1634 -1.2995
O 1.1010 1.0042 -0.0158
H 1.8231 -0.2350 -2.8278
H 1.1143 -0.8798 -1.5327
H 2.5311 1.3845 -1.4803
H 0.9477 1.9908 -1.8706
O -2.8009 -0.5201 -0.4994
C -1.7130 -0.2045 -0.0645
C -1.3616 -0.0455 1.3806
C -0.2290 -0.9861 1.8189
H -0.9057 0.1922 -0.6927
H -2.2198 -0.1474 2.0542
H -0.9801 0.9780 1.4524
H -0.5499 -2.0060 1.5824
H 0.0253 -0.8975 2.8748
H 0.6603 -0.7347 1.2371
```

***

(2)
An isolated molecule of C4H10NO2 at a distorted geometry. Source: OMol25; level of theory: ωB97M-V with the def2-TZVPD basis set.

Results
E_LUMO (alpha / beta) (hartree): 0.035 / -0.070
<S²>: 0.7545
Kohn-Sham gap (alpha / beta) (eV): 10.0 / 7.1
E_HOMO (alpha / beta) (eV): -9.0 / -9.0
Maximum force (eV/Å): 5.546
Energy relative to the best compared isomer or geometry (same formula, charge and spin) (kJ/mol): 245.7
2S+1: 2

The geometry in XYZ format:
```
17
C4H10NO2 ωB97M-V with the def2-TZVPD basis set
C 0.4154 -0.8208 0.4703
C -1.1138 -0.5933 0.6761
C -1.8987 -0.9940 -0.6896
O -1.4757 -0.4278 -1.7918
N 1.2645 0.3723 0.6556
C 1.0395 1.2341 -0.4552
O 2.3097 1.9934 -0.6446
H 0.9504 -1.5633 1.1742
H 0.6467 -1.0957 -0.5518
H -1.4957 -1.0861 1.4552
H -1.3068 0.4940 0.8425
H -1.8434 -2.1474 -0.8225
H -2.9261 -0.7520 -0.3937
H 1.2019 0.7423 1.6175
H 0.3715 2.1231 -0.2989
H 0.9951 0.5743 -1.4149
H 2.8656 1.9468 0.1715
```

***

(3)
A cluster of 2 separate species, C4H10NO2 in total at a distorted geometry. Source: OMol25; level of theory: ωB97M-V with the def2-TZVPD basis set.

Results
E_LUMO (alpha / beta) (hartree): 0.004 / 0.003
<S²>: 0.7536
Kohn-Sham gap (alpha / beta) (eV): 4.2 / 7.9
E_HOMO (alpha / beta) (eV): -4.1 / -7.8
Maximum force (eV/Å): 2.335
Energy relative to the best compared isomer or geometry (same formula, charge and spin) (kJ/mol): 215.2
2S+1: 2

The geometry in XYZ format:
```
17
C4H10NO2 ωB97M-V with the def2-TZVPD basis set
O 1.1689 -2.2546 0.9933
C 0.0504 -2.2089 1.4000
C -1.0955 -1.5501 0.6839
N -0.5808 -0.7886 -0.4876
H -0.2492 -2.7382 2.3317
H -1.8035 -2.3092 0.3353
H -1.6450 -0.8409 1.3032
H -1.2830 -0.2429 -0.9777
H 0.1772 -0.1170 -0.0960
H -0.1668 -1.4679 -1.1269
O 1.0612 0.7817 0.7381
C 1.3624 1.7042 -0.1359
C 0.3299 2.3294 -1.0697
H 2.3440 2.2013 -0.1198
H 0.3847 1.9004 -2.0758
H 0.5962 3.3895 -1.0895
H -0.6512 2.2119 -0.6066
```

***

(4)
The ion C4H10NO2 with charge +1 at a distorted geometry. Source: OMol25; level of theory: ωB97M-V with the def2-TZVPD basis set.

Results
Net charge: +1
E_LUMO (hartree): -0.137
Kohn-Sham gap (eV): 10.2
E_HOMO (eV): -14.0
Maximum force (eV/Å): 7.439
Energy relative to the best compared isomer or geometry (same formula, charge and spin) (kJ/mol): 265.6
SMILES string: C[C@H]([NH3+])CC(=O)O

The geometry in XYZ format:
```
17
C4H10NO2 ωB97M-V with the def2-TZVPD basis set
C -0.4140 -0.3401 1.9496
C 0.5126 0.0401 0.8271
N 1.7939 0.7904 1.4473
C -0.1651 0.7271 -0.2369
C -0.6774 -0.2878 -1.2929
O -1.4441 -0.9818 -0.7535
O -0.1527 -0.1438 -2.4672
H -0.5886 -1.4172 1.9904
H -1.2500 0.2476 1.6900
H 0.1736 -0.0404 2.8974
H 0.9856 -1.0012 0.6516
H 2.6067 1.0366 0.8588
H 2.0793 0.3478 2.3595
H 1.6073 1.7998 1.7288
H 0.4797 1.4255 -0.9587
H -1.0567 1.2568 -0.0606
H -0.3568 -1.0191 -3.0041
```

***

(5)
The ion C4H10NO2 with charge +1 at a distorted geometry. Source: OMol25; level of theory: ωB97M-V with the def2-TZVPD basis set.

Results
Net charge: +1
E_LUMO (hartree): -0.141
Kohn-Sham gap (eV): 10.6
E_HOMO (eV): -14.4
Maximum force (eV/Å): 4.096
Energy relative to the best compared isomer or geometry (same formula, charge and spin) (kJ/mol): 155.4
SMILES string: C[C@@H]([NH3+])CC(=O)O

The geometry in XYZ format:
```
17
C4H10NO2 ωB97M-V with the def2-TZVPD basis set
C -0.2929 0.3267 1.7170
C 0.1710 0.9015 0.4019
N 1.2374 2.0818 0.8736
C 0.7973 -0.2057 -0.3757
C -0.3945 -1.0920 -0.8730
O -0.5934 -2.2092 -0.5130
O -1.1188 -0.4219 -1.7119
H -0.8268 1.0157 2.3663
H -0.8578 -0.6036 1.7587
H 0.5903 -0.1181 2.2903
H -0.5697 1.3761 -0.2505
H 1.6360 1.8303 1.8319
H 2.0084 2.2033 0.1873
H 0.6465 2.9753 1.0347
H 1.4479 -0.0126 -1.3297
H 1.3264 -0.9120 0.2010
H -2.0508 -0.8613 -1.6272
```

***

(6)
A cluster of 2 separate species, C4H10NO2 in total at a distorted geometry. Source: OMol25; level of theory: ωB97M-V with the def2-TZVPD basis set.

Results
Net charge: +1
E_LUMO (hartree): -0.130
Kohn-Sham gap (eV): 11.2
E_HOMO (eV): -14.7
Maximum force (eV/Å): 1.761
Energy relative to the best compared isomer or geometry (same formula, charge and spin) (kJ/mol): 153.9

The geometry in XYZ format:
```
17
C4H10NO2 ωB97M-V with the def2-TZVPD basis set
C -1.2992 1.5469 -1.2655
C -1.6361 2.1633 -0.1436
N -0.5743 0.2570 -1.1939
H -1.5444 1.8927 -2.2579
H -1.9709 3.1891 -0.1017
H -1.5226 1.6661 0.8102
H 0.0307 0.1884 -0.3303
H -1.2500 -0.5072 -1.0686
H -0.1042 0.0639 -2.0762
O 1.9647 -0.8445 2.4149
C 1.5237 -0.9628 1.3272
O 1.6241 0.0839 0.4146
C 0.8235 -2.1542 0.7241
H 2.0194 0.8128 0.9300
H 0.9091 -2.1313 -0.3595
H -0.2239 -2.1842 1.0437
H 1.2307 -3.0798 1.1325
```

***

(7)
A cluster of 2 separate species, C4H10NO2 in total at a distorted geometry. Source: OMol25; level of theory: ωB97M-V with the def2-TZVPD basis set.

Results
Net charge: +1
E_LUMO (hartree): -0.312
Kohn-Sham gap (eV): 3.1
E_HOMO (eV): -11.6
Maximum force (eV/Å): 1.233
Energy relative to the best compared isomer or geometry (same formula, charge and spin) (kJ/mol): 427.6

The geometry in XYZ format:
```
17
C4H10NO2 ωB97M-V with the def2-TZVPD basis set
O 0.1232 0.5594 0.3749
C -0.3072 0.0061 -0.5809
O 0.4276 -0.6746 -1.4811
C -1.7956 0.0621 -0.8434
C -2.6656 0.5520 0.1161
C -2.7988 -0.4606 1.3319
N 5.5687 0.1388 0.5772
H -0.1750 -1.3074 -1.9025
H -2.1252 -0.2258 -1.8436
H -3.6514 0.7769 -0.2755
H -2.1780 1.4372 0.5586
H -3.2263 -1.3929 0.9707
H -3.4922 -0.0487 2.0552
H -1.8387 -0.6461 1.8024
H 5.8425 -0.7888 0.8830
H 4.8472 0.0538 -0.1206
H 6.3819 0.6467 0.2717
```

***

(8)
The ion C4H10NO2 with charge +1 at a distorted geometry. Source: OMol25; level of theory: ωB97M-V with the def2-TZVPD basis set.

Results
Net charge: +1
E_LUMO (hartree): -0.123
Kohn-Sham gap (eV): 11.4
E_HOMO (eV): -14.8
Maximum force (eV/Å): 5.943
Energy relative to the best compared isomer or geometry (same formula, charge and spin) (kJ/mol): 448.4
SMILES string: C[NH2+][C@@]1(OC)CO1

The geometry in XYZ format:
```
17
C4H10NO2 ωB97M-V with the def2-TZVPD basis set
C 0.5174 1.9802 1.1700
N 0.4130 0.4951 1.2640
C 0.3017 -0.3052 -0.1085
O -0.9945 -1.1796 -0.3478
C -0.8294 -2.5161 0.1270
C 1.0970 0.0982 -1.2762
O 1.4283 -0.9135 -0.3682
H 1.4369 2.1902 0.6932
H -0.3164 2.3259 0.6257
H 0.4599 2.4344 2.1487
H -0.3094 0.1958 1.8522
H 1.3038 0.1167 1.5000
H -0.7063 -3.2140 -0.7607
H -1.7242 -2.6144 0.5779
H 0.0166 -2.6243 0.8161
H 0.7716 -0.3277 -2.1281
H 1.6836 0.9676 -1.4206
```